Entry 1:
Entry from the OMol25 dataset: a 11-piece molecular cluster, C12H46N8O11 overall in a non-equilibrium geometry (the ωB97M-V functional and the def2-TZVPD basis).

Output
structure (SMILES) = NC(N)=O.NC(N)=O.NC(N)=O.NC(N)=O.CCO.CO.CO.CO.CO.CO.CO
LUMO = 0.34 eV
gap between HOMO and LUMO = 0.3430 Eh

Positions of all 77 atoms, in Å:
N -2.3879 1.7869 1.1905
C -3.1549 1.7039 2.2345
N -4.1319 0.9249 1.9345
O -2.8349 2.2749 3.4405
H -1.5279 2.4639 1.1255
H -2.5629 1.2519 0.2225
H -4.7519 0.7779 2.7045
H -4.1999 0.4559 1.0005
N -1.4169 -0.7641 2.2665
C -1.1009 -1.6881 1.3915
N -0.5729 -2.8041 1.8125
O -1.3569 -1.4881 0.0525
H -1.8979 0.0729 1.8075
H -1.0049 -0.5161 3.2085
H -0.3359 -3.5321 1.0715
H -0.2009 -2.8951 2.7265
N -4.8189 -0.0801 -0.9415
C -3.9609 0.7329 -1.4795
N -2.6879 0.6089 -1.0885
O -4.3589 1.7029 -2.4405
H -5.8139 0.1829 -1.0185
H -4.6179 -0.8891 -0.3785
H -2.3889 -0.2501 -0.6635
H -1.9479 1.1049 -1.7315
N 0.7981 -4.4051 -2.4435
C 0.4271 -3.7191 -1.4325
N 0.6521 -2.4321 -1.5135
O -0.1069 -4.2681 -0.3015
H 0.6481 -5.4541 -2.3705
H 1.4251 -4.0821 -3.2605
H 0.0431 -1.9121 -0.9055
H 0.9211 -1.9301 -2.3575
C 0.8641 1.1459 0.5745
C 1.7601 0.0069 0.0285
O 1.8501 0.2419 -1.3525
H 1.3911 2.0689 0.2955
H 0.7391 1.0739 1.6435
H -0.1209 1.0639 0.1535
H 1.1271 -0.8331 0.2975
H 2.6871 -0.1481 0.5705
H 2.3421 1.0239 -1.5605
C -0.3229 0.7629 4.7555
O -1.6329 0.1699 4.7885
H 0.1541 0.5429 3.8205
H 0.3711 0.3069 5.5305
H -0.3209 1.8919 4.7915
H -2.2309 0.8509 4.3895
C -0.7659 0.7809 -3.3615
O -0.6499 1.6589 -2.2485
H -0.6989 -0.2461 -3.0975
H -0.1279 1.0129 -4.2125
H -1.7749 0.9099 -3.8655
H 0.2831 1.7689 -2.0295
C -0.0089 3.9529 2.3305
O -0.8559 3.7509 1.2015
H 0.2451 4.9959 2.4435
H 0.8281 3.2189 2.4575
H -0.5139 3.7889 3.3375
H -1.3159 4.5849 1.1745
C 2.6771 2.6799 -3.2095
O 1.7481 3.1699 -2.2865
H 2.7751 3.2979 -4.0865
H 2.3561 1.7099 -3.5985
H 3.5901 2.3769 -2.8045
H 1.1741 3.7319 -2.7185
C 2.7561 -3.4211 1.1935
O 2.8141 -2.8591 -0.0215
H 2.5271 -4.5041 1.1605
H 2.0071 -2.9901 1.9125
H 3.7671 -3.2861 1.6115
H 1.9191 -2.6191 -0.4135
C 4.4551 -1.5041 -2.3825
O 4.0041 -2.8661 -2.3805
H 3.8241 -0.9011 -3.0185
H 5.5711 -1.4591 -2.6875
H 4.3601 -0.8471 -1.5055
H 3.5981 -2.9911 -1.4815


Entry 2:
Entry from the OMol25 dataset: a 2-piece molecular cluster, C2H7N2O2 overall in a non-equilibrium geometry (the ωB97M-V functional and the def2-TZVPD basis).

Output
total charge = +1
LUMO (alpha / beta) = -7.65 / -7.81 eV
gap between HOMO and LUMO (alpha / beta) = 0.3047 / 0.2979 Eh

Positions of all 13 atoms, in Å:
C 0.9162 -0.7900 1.4571
C -1.5290 -0.0388 -1.6175
N 0.3124 1.1422 0.1921
N 1.2489 0.5718 0.8463
O 2.3255 1.0681 1.0032
O -0.7521 -0.2489 -0.5945
H 0.0167 -0.6998 2.0855
H 1.9186 -1.0335 2.0103
H 0.6200 -1.4347 0.5766
H -2.5176 0.3096 -1.4506
H -1.9849 -1.2306 -1.8397
H -1.0068 0.3229 -2.5123
H 0.4321 2.0617 -0.1565


Entry 3:
Entry from the OMol25 dataset: an isolated ion of composition C8H16NS and charge +1 (the ωB97M-V functional and the def2-TZVPD basis).

Output
total charge = +1
structure (SMILES) = CC[C@@H](C)[C@H]1C=[NH+]C[C@@H]1S
LUMO = -4.45 eV
gap between HOMO and LUMO = 0.3150 Eh

Positions of all 26 atoms, in Å:
C 2.3857 1.0701 0.6730
C 2.2096 -0.1676 -0.2121
C 0.7697 -0.5964 -0.6176
C 0.6221 -2.1077 -0.4453
C -0.3299 0.1901 0.1093
C -0.5763 1.5173 -0.5163
N -1.8001 1.8709 -0.4610
C -2.6615 0.8722 0.2168
C -1.7815 -0.3853 0.1114
S -2.2124 -1.4169 1.5343
H 2.1865 0.8525 1.7211
H 3.4155 1.4154 0.6147
H 1.7684 1.9193 0.3830
H 2.7890 -0.0237 -1.1216
H 2.6632 -1.0087 0.3108
H 0.6487 -0.3953 -1.6866
H 0.7711 -2.3879 0.5966
H -0.3407 -2.4760 -0.7955
H 1.3870 -2.6024 -1.0404
H -0.0904 0.3875 1.1603
H 0.1794 2.1080 -1.0189
H -2.1415 2.7462 -0.8378
H -3.5918 0.7807 -0.3330
H -2.8401 1.1822 1.2437
H -1.9959 -0.8890 -0.8291
H -1.4337 -2.4553 1.2398


| no. | calculated total energy (eV) |
| --- | --- |
| 1 | -47629.26321 |
| 2 | -9247.66782 |
| 3 | -20874.09660 |